(1)
18
Properties=species:S:1:pos:R:3:nbo_charge:R:1 method="wB97M-V/def2-TZVPD" charge=0 gap_ev=10.201 e_lumo_ev=0.939 smiles="C=C(C)C.NNCl"
C -0.081 -1.754 -0.822 -0.676
C 0.680 -1.014 1.542 -0.644
C -1.092 0.104 0.426 -0.422
C -0.244 -0.896 0.379 -0.001
N 1.188 1.015 -1.390 -0.642
N 0.884 2.331 -1.386 -0.383
Cl 1.290 3.231 0.142 -0.081
H 0.799 -2.413 -0.759 0.218
H -1.022 -2.358 -0.951 0.240
H 0.032 -1.048 -1.798 0.245
H 1.092 -2.089 1.497 0.207
H 0.251 -0.779 2.508 0.230
H 1.653 -0.369 1.416 0.221
H 1.423 2.890 -2.022 0.362
H -1.817 0.340 -0.383 0.207
H -1.261 0.426 1.382 0.198
H 2.113 0.683 -1.167 0.335
H 0.533 0.573 -0.729 0.387



(2)
99
Properties=species:S:1:pos:R:3:lowdin_charge:R:1 method="wB97M-V/def2-TZVPD" charge=-1 gap_ev=3.101 e_lumo_ev=1.520
Rb -2.033 2.692 2.918 0.568
C 0.430 -0.562 -5.154 -0.095
C 0.209 0.987 -4.949 -0.693
C -1.134 1.516 -5.548 -0.123
C 1.334 1.790 -5.647 -0.107
P 0.127 1.329 -3.115 1.092
C -0.854 -0.217 -2.610 -0.319
N -0.245 -1.274 -1.867 -0.019
B 0.500 -1.190 -0.644 -0.401
N 0.623 -2.557 -0.154 -0.023
C 1.516 -3.105 0.886 -0.278
P 1.168 -2.403 2.657 1.138
C 3.040 -1.978 3.299 -0.635
C 4.174 -2.856 2.698 -0.107
C 3.106 -0.527 2.808 -0.163
C 3.219 -1.913 4.900 -0.091
C 0.695 -3.986 3.531 -0.753
C 1.746 -5.153 3.447 -0.074
C 0.414 -3.650 4.976 -0.140
C -0.648 -4.376 2.852 -0.116
C 0.003 -3.444 -1.082 -0.167
C -0.085 -4.860 -1.107 -0.052
C -0.740 -5.475 -2.176 -0.131
C -1.170 -4.693 -3.291 -0.134
C -1.133 -3.282 -3.256 -0.048
C -0.445 -2.694 -2.194 -0.147
C 1.802 1.314 -2.272 -0.686
C 2.716 0.070 -2.617 -0.091
C 1.522 1.279 -0.714 -0.179
C 2.633 2.589 -2.578 -0.130
H -0.512 -0.937 -5.554 0.062
H 0.729 -1.171 -4.332 0.033
H 1.176 -0.741 -5.957 0.084
H -1.010 1.461 -6.656 0.085
H -1.334 2.512 -5.304 0.032
H -2.011 0.943 -5.184 0.078
H 1.143 1.598 -6.690 0.063
H 2.322 1.443 -5.391 0.059
H 1.174 2.837 -5.511 0.067
H -1.255 -0.677 -3.542 0.058
H -1.735 0.185 -2.120 0.059
H 2.560 -2.793 0.739 0.055
H 1.504 -4.193 0.819 0.054
H 4.288 -2.618 1.640 0.063
H 4.077 -3.932 2.936 0.058
H 5.074 -2.519 3.252 0.077
H 2.882 -0.395 1.715 0.066
H 4.165 -0.211 2.928 0.082
H 2.415 0.140 3.353 0.071
H 3.435 -2.909 5.376 0.076
H 2.389 -1.412 5.364 0.058
H 4.119 -1.306 5.067 0.067
H 2.705 -4.791 3.813 0.037
H 1.868 -5.588 2.445 0.077
H 1.431 -5.819 4.241 0.069
H 1.335 -3.732 5.599 0.073
H -0.350 -4.390 5.267 0.073
H -0.061 -2.659 5.114 0.081
H -0.448 -4.894 1.925 0.045
H -1.365 -3.561 2.735 0.078
H -1.191 -5.125 3.446 0.074
H 0.216 -5.412 -0.188 0.089
H -0.874 -6.607 -2.253 0.105
H -1.544 -5.206 -4.181 0.080
H -1.639 -2.694 -4.071 0.107
H 2.141 -0.915 -2.858 0.089
H 3.346 -0.159 -1.751 0.069
H 3.378 0.309 -3.449 0.048
H 1.036 0.326 -0.412 -0.078
H 0.856 2.125 -0.399 0.066
H 2.480 1.330 -0.151 0.073
H 3.234 2.396 -3.530 0.074
H 3.395 2.607 -1.806 0.060
H 1.989 3.467 -2.460 0.064
O -2.789 5.599 2.946 -0.164
C -3.684 6.179 1.966 -0.232
C -2.836 6.543 0.792 -0.177
C -2.293 5.299 0.047 -0.128
C -3.340 4.292 -0.271 -0.342
C -4.309 4.575 -1.218 -0.022
C -5.128 3.549 -1.682 -0.031
C -5.090 2.265 -1.040 -0.043
C -4.112 2.133 -0.086 -0.141
N -3.283 3.122 0.341 0.024
H -2.494 6.301 3.534 0.087
H -4.225 7.043 2.366 0.126
H -4.366 5.403 1.654 0.110
H -1.982 7.193 1.011 0.122
H -3.478 7.130 0.153 0.103
H -1.472 4.863 0.590 0.100
H -1.840 5.613 -0.917 0.135
H -4.315 5.568 -1.660 0.120
H -5.829 3.775 -2.448 0.091
H -5.808 1.465 -1.227 0.107
H -3.935 1.148 0.387 0.116
Cl -2.207 4.100 6.188 -0.074
Si -1.147 2.254 6.658 -0.574
Cl -0.499 2.313 8.657 0.006
Cl 0.439 2.591 5.232 -0.075



(3)
19
Properties=species:S:1:pos:R:3:nbo_charge:R:1 method="wB97M-V/def2-TZVPD" charge=+1 gap_ev=8.598 e_lumo_ev=-3.445
N 0.679 1.411 -0.426 -0.693
C 0.221 0.343 -1.392 -0.233
C -1.267 0.026 -1.353 -0.658
S -2.004 -0.227 0.210 0.124
S -1.956 -2.079 0.880 0.197
C -0.351 -2.717 1.001 -0.815
H 0.460 2.369 -0.799 0.444
H 1.648 1.353 -0.128 0.452
H 0.071 1.362 0.440 0.466
H 0.723 -0.604 -1.202 0.226
H 0.628 0.778 -2.309 0.227
H -1.761 0.769 -2.078 0.264
H -1.453 -0.854 -1.944 0.273
H -0.304 -3.728 1.410 0.276
H 0.434 -2.101 1.426 0.219
H 0.062 -2.827 -0.013 0.216
H 2.128 2.106 2.063 0.490
H 0.786 2.228 2.527 0.497
O 1.257 2.393 1.688 -0.973



(4)
58
Properties=species:S:1:pos:R:3:nbo_charge:R:1 method="wB97M-V/def2-TZVPD" charge=0 gap_ev=8.705 e_lumo_ev=0.631
C 6.584 -1.679 -0.745 -0.557
C 5.010 -1.968 -0.958 -0.411
C 4.338 -1.438 -2.201 -0.409
C 3.012 -1.827 -2.484 -0.197
N 2.213 -1.267 -1.626 -0.379
C 1.793 -0.092 -1.606 0.565
O 2.177 0.624 -2.509 -0.666
C 0.684 0.423 -0.634 0.629
O 0.564 -0.030 0.520 -0.635
N 0.156 1.632 -1.093 -0.545
C -0.856 2.308 -0.387 0.177
C -1.286 3.331 -1.345 -0.370
C -2.115 4.484 -1.003 0.429
C -2.706 4.235 0.572 0.167
C -2.206 3.193 1.173 -0.240
C -1.104 2.339 0.889 -0.267
H -0.739 1.686 1.392 0.215
H -2.442 3.169 2.333 0.211
O -3.768 5.102 1.023 -0.482
C -4.217 5.856 0.153 -0.055
C -3.247 6.398 -1.023 0.023
H -3.637 6.976 -1.525 0.141
O -2.615 5.374 -1.522 -0.444
H -2.425 7.036 -0.211 0.124
H -5.018 6.491 0.452 0.209
H -5.040 5.297 -0.519 0.095
H -0.779 3.727 -2.419 0.223
H 0.326 1.708 -1.951 0.402
C 1.852 -2.209 -0.271 -0.326
H 2.061 -1.732 0.675 0.241
H 2.072 -3.253 -0.454 0.219
C 0.171 -2.384 -0.525 0.719
O -0.456 -2.097 -1.381 -0.584
N -0.274 -2.743 0.646 -0.652
H 0.262 -2.768 1.541 0.388
C -1.934 -2.886 1.076 -0.058
C -2.306 -4.095 1.610 -0.365
H -1.198 -4.530 2.299 0.171
H -2.819 -4.784 1.196 0.203
C -2.937 -3.666 3.109 -0.420
H -3.959 -3.312 2.837 0.201
H -2.699 -4.254 4.070 0.231
C -2.300 -2.178 3.174 -0.408
H -2.912 -1.463 3.738 0.211
H -1.430 -2.328 3.622 0.186
C -2.328 -1.451 1.717 -0.412
H -1.522 -0.646 1.642 0.253
H -3.207 -1.074 1.349 0.209
H -2.352 -2.875 -0.105 0.235
H 2.976 -3.089 -2.405 0.171
H 2.628 -1.480 -3.410 0.237
H 5.008 -1.882 -3.117 0.189
H 4.384 -0.332 -2.251 0.233
H 5.043 -3.054 -0.929 0.199
H 4.582 -1.543 -0.027 0.196
H 6.993 -2.121 0.328 0.208
H 7.165 -2.144 -1.752 0.189
H 6.780 -0.716 -0.750 0.180



(5)
103
Properties=species:S:1:pos:R:3:lowdin_spin:R:1 method="wB97M-V/def2-TZVPD" charge=+1 gap_ev="5.694 / 6.775" e_lumo_ev="-4.774 / -3.806" spin_multiplicity=2
Re 0.206 0.854 -0.090 1.222
C 2.135 -3.567 -0.448 0.000
C 1.204 -3.144 -1.544 0.002
N 1.023 -3.970 -2.541 0.002
C 0.201 -3.662 -3.554 0.005
C -0.491 -2.482 -3.611 0.002
C -1.458 -2.245 -4.746 0.000
O -2.803 -2.070 -4.298 0.000
C -0.326 -1.555 -2.549 0.006
C -1.109 -0.362 -2.577 0.016
N -1.281 0.534 -1.650 0.007
C -2.353 1.434 -1.884 0.000
C -3.527 0.981 -2.496 0.001
C -4.571 1.845 -2.769 0.000
C -4.480 3.188 -2.434 0.001
C -3.346 3.654 -1.789 0.000
C -2.315 2.773 -1.520 -0.001
I -0.636 3.471 -0.449 -0.005
C 0.546 -1.870 -1.486 0.001
O 0.793 -1.104 -0.458 0.018
H 2.339 -4.628 -0.564 0.000
H 1.701 -3.383 0.537 0.000
H 3.078 -3.019 -0.514 0.000
H 0.110 -4.410 -4.334 0.000
H -1.389 -3.081 -5.444 0.000
H -1.180 -1.344 -5.293 0.000
H -3.181 -2.934 -4.109 0.000
H -1.683 -0.229 -3.485 0.000
H -3.622 -0.071 -2.735 0.000
H -5.460 1.463 -3.252 0.000
H -5.293 3.868 -2.649 0.000
H -3.263 4.692 -1.493 0.000
C 3.106 -1.155 1.771 -0.001
C 3.364 0.351 1.820 0.000
C 4.337 0.690 2.949 0.000
P 1.721 1.222 1.813 0.006
C 2.136 2.939 2.386 -0.006
C 0.932 3.671 2.978 -0.001
C 2.779 3.721 1.241 0.000
C 0.706 0.536 3.146 -0.047
C 1.102 0.465 4.469 0.005
C 0.249 -0.016 5.463 -0.060
C 0.704 -0.091 6.890 -0.011
C -1.029 -0.432 5.084 0.010
C -1.449 -0.362 3.775 -0.052
C -0.590 0.125 2.771 0.004
N -0.983 0.226 1.454 -0.222
C -2.292 -0.266 1.116 -0.008
C -2.453 -1.613 0.756 -0.004
C -1.350 -2.624 0.942 -0.002
C -3.697 -2.030 0.307 0.000
C -4.788 -1.169 0.251 0.002
C -6.120 -1.653 -0.252 0.000
C -4.621 0.129 0.707 0.000
C -3.392 0.595 1.159 -0.002
C -3.304 1.963 1.783 -0.001
H 4.033 -1.692 1.565 0.000
H 2.381 -1.403 1.000 0.000
H 2.719 -1.501 2.732 0.000
H 3.821 0.677 0.880 0.000
H 3.941 0.420 3.927 0.000
H 4.629 1.740 2.954 0.000
H 5.244 0.103 2.798 0.000
H 2.876 2.798 3.177 0.000
H 0.144 3.808 2.236 0.000
H 1.238 4.659 3.323 0.000
H 0.513 3.134 3.828 0.000
H 3.636 3.196 0.816 0.000
H 3.117 4.693 1.601 0.000
H 2.058 3.895 0.441 0.000
H 2.091 0.803 4.753 0.001
H 1.435 0.686 7.107 -0.001
H 1.176 -1.057 7.084 -0.005
H -0.133 0.012 7.578 -0.001
H -1.709 -0.811 5.836 0.002
H -2.450 -0.671 3.506 -0.002
H -1.558 -3.211 1.840 0.000
H -0.378 -2.154 1.064 0.000
H -1.300 -3.314 0.100 0.000
H -3.820 -3.066 0.008 0.000
H -6.043 -1.984 -1.289 0.000
H -6.869 -0.865 -0.193 0.000
H -6.468 -2.502 0.337 0.000
H -5.470 0.804 0.721 0.000
H -3.824 2.707 1.181 0.000
H -2.273 2.276 1.930 0.000
H -3.785 1.945 2.764 0.000
O 1.129 -0.459 -5.513 0.001
S 1.453 0.948 -5.365 0.002
O 3.146 1.089 -5.252 0.000
N 1.023 1.375 -3.817 0.005
C 1.775 1.055 -2.813 0.011
O 1.466 1.434 -1.606 0.101
C 3.055 0.339 -2.989 0.001
C 3.624 -0.392 -1.950 0.000
C 4.885 -0.936 -2.085 0.000
C 5.590 -0.732 -3.270 0.000
C 5.016 -0.055 -4.329 0.000
C 3.728 0.455 -4.205 0.000
H 3.043 -0.536 -1.048 0.000
H 5.318 -1.517 -1.282 0.000
H 6.596 -1.118 -3.371 0.000
H 5.547 0.079 -5.262 0.000



(6)
61
Properties=species:S:1:pos:R:3:nbo_charge:R:1 method="wB97M-V/def2-TZVPD" charge=-1 gap_ev="6.357 / 4.393" e_lumo_ev="1.806 / -0.305" spin_multiplicity=5
Co 1.376 0.376 -0.289 1.288
S 2.382 2.416 0.129 -0.447
C 3.206 1.936 1.598 -0.160
C 4.254 2.737 2.058 -0.180
C 4.938 2.462 3.232 -0.126
C 5.995 3.332 3.658 0.299
N 6.832 4.043 4.000 -0.352
C 4.574 1.333 3.985 -0.180
C 3.541 0.526 3.534 -0.177
C 2.838 0.798 2.356 -0.152
S 1.521 -0.273 1.928 -0.423
C 5.248 1.004 5.206 0.295
N 5.789 0.726 6.183 -0.344
H 4.537 3.603 1.474 0.224
H 3.265 -0.346 4.112 0.228
S 3.907 -0.968 -1.120 -0.198
C 2.584 -1.467 -1.991 -0.098
N 1.352 -0.967 -1.835 -0.732
C 0.414 -1.562 -2.660 0.118
C -0.951 -1.271 -2.707 -0.205
C -1.763 -1.969 -3.591 -0.236
C -1.239 -2.950 -4.427 -0.243
C 0.116 -3.251 -4.387 -0.215
C 0.931 -2.559 -3.506 -0.225
S 2.641 -2.726 -3.227 0.360
H -1.357 -0.515 -2.049 0.225
H -2.823 -1.746 -3.624 0.205
H -1.888 -3.485 -5.110 0.206
H 0.528 -4.017 -5.032 0.212
C -0.641 4.416 -1.863 -0.407
N -0.545 2.969 -1.944 -0.450
C 0.550 2.472 -2.768 -0.418
C -1.083 2.163 -0.989 0.833
O -0.560 1.108 -0.604 -0.752
N -2.268 2.549 -0.427 -0.448
C -2.730 1.766 0.713 -0.409
C -3.322 3.166 -1.212 -0.406
H 0.366 4.833 -1.808 0.215
H -1.176 4.711 -0.965 0.220
H -1.145 4.839 -2.737 0.184
H 1.525 2.707 -2.339 0.222
H 0.472 2.938 -3.753 0.196
H 0.469 1.396 -2.891 0.230
H -1.880 1.469 1.321 0.249
H -3.252 0.857 0.393 0.193
H -3.407 2.379 1.308 0.192
H -2.964 3.414 -2.207 0.216
H -3.692 4.075 -0.732 0.194
H -4.162 2.471 -1.316 0.193
F -4.223 -6.143 3.718 -0.283
C -3.523 -5.268 3.007 0.291
C -4.002 -3.980 2.835 0.249
F -5.165 -3.631 3.389 -0.289
C -3.270 -3.076 2.092 0.358
F -3.770 -1.852 1.953 -0.290
C -2.050 -3.417 1.502 -0.406
Se -1.055 -2.166 0.515 0.291
C -1.598 -4.726 1.698 0.348
F -0.453 -5.130 1.169 -0.279
C -2.319 -5.643 2.437 0.287
F -1.872 -6.887 2.607 -0.294



(7)
71
Properties=species:S:1:pos:R:3:lowdin_charge:R:1 method="wB97M-V/def2-TZVPD" charge=-1 gap_ev=7.003 e_lumo_ev=2.607
Fe -0.823 1.032 0.872 0.257
N 1.825 0.191 4.167 0.055
C 1.120 0.519 3.033 -0.834
S -0.597 0.475 3.115 0.694
N 1.865 0.807 1.991 0.054
N 1.115 1.127 0.906 -0.018
C 1.700 1.578 -0.142 -0.181
C 3.161 1.781 -0.262 -0.174
C 3.679 3.059 -0.442 -0.032
C 5.049 3.248 -0.566 -0.091
C 5.906 2.159 -0.517 -0.107
C 5.390 0.881 -0.339 -0.085
C 4.024 0.690 -0.208 -0.017
C 0.803 1.832 -1.283 -0.168
C 1.271 2.194 -2.541 0.011
C 0.364 2.388 -3.567 -0.062
C -0.988 2.215 -3.318 -0.060
C -1.372 1.834 -2.043 -0.086
N -0.508 1.643 -1.057 0.083
H 1.318 0.323 5.026 0.063
H 2.773 0.537 4.166 0.085
H 3.007 3.909 -0.458 0.122
H 5.445 4.249 -0.691 0.096
H 6.975 2.305 -0.615 0.092
H 6.057 0.028 -0.298 0.097
H 3.603 -0.297 -0.073 0.113
H 2.333 2.303 -2.705 0.115
H 0.711 2.670 -4.553 0.103
H -1.731 2.363 -4.088 0.097
H -2.415 1.673 -1.797 0.111
C -5.603 0.990 0.583 -0.084
C -4.855 -0.042 0.040 -0.059
C -3.477 -0.015 0.175 -0.100
N -2.838 0.979 0.804 0.001
C -3.562 1.967 1.341 -0.091
C -4.943 2.009 1.249 -0.054
H -6.683 0.998 0.492 0.100
H -5.323 -0.867 -0.480 0.101
H -2.835 -0.800 -0.205 0.105
H -2.992 2.742 1.834 0.107
H -5.483 2.833 1.696 0.102
F 0.161 6.311 1.854 0.129
C -0.622 5.366 1.319 -0.532
F -1.884 5.629 1.731 0.116
F -0.607 5.562 -0.019 0.118
C -0.183 3.913 1.683 -0.564
O 0.820 3.783 2.360 0.070
O -0.983 3.078 1.173 -0.091
C -0.992 -7.271 -0.342 -0.068
C -0.710 -5.792 -0.381 -0.285
C -0.955 -5.045 -1.525 -0.024
C -0.702 -3.676 -1.566 -0.209
C -0.952 -2.880 -2.821 -0.035
C -0.205 -3.046 -0.430 -0.060
C 0.045 -3.772 0.736 -0.196
C 0.577 -3.074 1.959 -0.030
C -0.205 -5.139 0.739 -0.019
C 0.082 -1.558 -0.456 -0.597
O 1.078 -1.166 -1.067 0.048
O -0.789 -0.866 0.168 -0.105
H -1.178 -7.662 -1.343 0.066
H -1.870 -7.492 0.270 0.074
H -0.152 -7.822 0.085 0.072
H -1.347 -5.538 -2.410 0.105
H -1.420 -3.496 -3.590 0.068
H -0.016 -2.476 -3.208 0.083
H -1.601 -2.025 -2.617 0.078
H 1.456 -2.473 1.716 0.087
H 0.850 -3.793 2.732 0.073
H -0.160 -2.379 2.364 0.058
H -0.002 -5.710 1.641 0.111



(8)
44
Properties=species:S:1:pos:R:3:nbo_charge:R:1 method="wB97M-V/def2-TZVPD" charge=-2 gap_ev="4.696 / 4.696" e_lumo_ev="3.733 / 3.733"
Ni -0.108 -0.870 0.690 0.788
Se 4.727 -2.867 -2.804 -0.880
Sb 4.454 -3.688 -0.539 0.738
Se 0.422 -1.617 3.004 -0.713
Se 1.774 -2.148 1.182 -0.438
Se 4.746 -6.084 -0.517 -0.860
S -4.361 0.243 0.376 0.345
C -3.573 1.758 0.690 -0.245
C -4.147 3.001 0.925 -0.225
C -3.311 4.082 1.135 -0.240
C -1.924 3.918 1.103 -0.211
C -1.352 2.683 0.867 -0.223
C -2.182 1.579 0.665 0.215
N -1.774 0.279 0.406 -0.520
C -2.795 -0.521 0.238 0.128
C -2.578 -1.920 -0.001 -0.156
C -3.622 -2.844 -0.144 -0.209
C -3.320 -4.176 -0.314 -0.270
C -1.975 -4.568 -0.324 -0.201
C -0.956 -3.649 -0.151 -0.250
C -1.213 -2.275 0.012 -0.190
H -5.224 3.118 0.941 0.206
H -3.736 5.061 1.324 0.199
H -1.282 4.775 1.266 0.203
H -0.283 2.548 0.839 0.242
H -4.658 -2.518 -0.098 0.187
H -4.110 -4.910 -0.421 0.190
H -1.728 -5.616 -0.454 0.198
H 0.071 -3.991 -0.134 0.237
C 4.344 1.206 -2.665 -0.608
C 3.112 2.065 -2.369 -0.442
C 2.533 1.758 -1.028 0.051
N 1.472 1.062 -0.850 -0.231
N 1.202 0.791 0.467 -0.424
C 2.060 1.322 1.290 0.284
N 2.003 1.207 2.636 -0.846
S 3.313 2.210 0.469 0.273
H 4.766 1.465 -3.638 0.195
H 4.097 0.144 -2.669 0.267
H 5.117 1.358 -1.909 0.198
H 2.323 1.859 -3.094 0.233
H 3.359 3.129 -2.437 0.193
H 1.420 0.390 2.936 0.432
H 2.895 1.248 3.100 0.380



Relative energy (zero: lowest compared OMol25 entry of this formula, charge and spin), respectively: 147.7; 190.9; 158.5; 2124.2; 0.0; 64.3; 0.0; 42.6 kJ/mol.